No. 1
174
Properties=species:S:1:pos:R:3 method="wB97M-V/def2-TZVPD" spin_multiplicity=2 s2=0.756 charge=+2 homo_ev="-10.65 / -10.65" max_force_ha_per_bohr=0.1095 energy_ha=-3416.530256 orbital_gap_ev="5.0 / 4.0"
Pb 1.13 -1.82 4.06
O -0.06 -0.27 2.31
N -3.66 0.62 -3.54
N 3.53 -2.47 2.84
N -2.87 -7.53 0.04
N 3.99 -1.94 -3.50
N 1.26 1.69 -6.07
N 2.72 0.23 4.28
N -0.95 2.60 2.87
N -0.14 -0.64 0.91
N 1.28 5.03 2.62
N 5.26 1.70 1.66
N -1.29 -2.47 4.82
N -1.17 3.45 -3.85
N 0.56 -4.09 2.80
N -5.02 4.11 -2.43
C 3.14 1.32 4.28
C -3.17 -5.59 1.06
C 6.10 -2.79 2.42
C 1.51 -4.31 -4.67
C 4.90 2.48 0.90
C 0.75 0.95 -5.07
C -3.52 -3.76 5.37
C 3.32 -2.50 -4.32
C -4.75 -1.70 -2.85
C 3.57 2.71 4.39
C -1.81 3.59 2.40
C 1.97 -5.57 -0.25
C 0.91 -0.04 -0.01
C 4.42 3.47 -0.08
C -0.64 3.99 -2.67
C 0.48 -3.86 -3.62
C -2.38 0.33 0.51
C -0.67 -0.83 -2.01
C 2.47 -3.27 -5.32
C -4.15 -0.42 -3.24
C 0.61 -4.59 1.76
C 2.01 6.19 0.79
C 2.24 5.88 3.07
C -3.10 -6.94 1.28
C -7.03 4.43 -1.67
C -0.94 1.43 -6.43
C 4.39 2.57 6.81
C 0.76 -0.66 -1.44
C -2.06 4.48 3.41
C -5.29 -1.72 5.13
C -4.85 -3.19 4.80
C 6.63 -2.82 0.96
C 4.74 3.15 -1.53
C -2.90 -5.35 -0.25
C -1.09 5.30 -2.59
C -0.72 2.84 4.16
C 0.92 1.51 -0.13
C 6.18 2.69 -1.67
C 4.66 -2.60 2.66
C -0.60 0.82 -5.28
C -6.52 3.26 -1.07
C 0.24 1.97 -6.95
C 0.62 -5.30 0.40
C -6.74 -0.53 -1.80
C -1.54 -0.92 0.48
C 6.51 -1.50 0.22
C 4.68 3.13 5.40
C 2.84 -4.35 -0.57
C -1.27 4.08 4.51
C -1.96 5.50 -3.59
C -2.87 -6.53 -0.94
C -2.27 -3.01 5.05
C -1.92 4.43 -4.43
C 1.10 5.20 1.28
C -5.20 3.06 -1.56
C -2.24 -2.00 1.39
C 2.60 6.68 1.95
C -5.67 -1.68 -1.67
C 2.32 -0.49 0.46
C -1.56 -1.52 -0.93
C -6.08 4.97 -2.44
H -0.79 1.69 2.45
H 3.31 2.48 6.81
H -4.20 4.29 -3.00
H 1.24 -1.64 -1.47
H 6.93 -1.66 -0.77
H -5.42 -1.52 6.19
H -3.45 -4.81 1.75
H 0.44 4.49 0.80
H -2.74 5.32 3.28
H 4.76 4.48 0.16
H -7.02 2.61 -0.37
H 5.66 2.86 5.02
H 0.49 2.58 -7.81
H 3.87 2.93 3.37
H -2.82 -8.53 -0.09
H -2.78 -6.79 -1.99
H -0.77 5.95 -1.79
H -5.11 -1.42 -0.77
H -1.99 1.13 -0.12
H -8.05 4.68 -1.42
H 6.42 1.73 -1.20
H 3.62 -4.52 -1.31
H 4.61 4.22 5.49
H -2.60 -1.39 -1.25
H -3.46 -4.80 5.04
H 0.07 -6.23 0.52
H 6.38 -3.79 2.77
H -4.44 2.30 -1.47
H 0.77 4.43 3.25
H 2.63 -6.25 0.29
H -1.71 -2.95 1.36
H -2.36 6.46 -3.88
H -3.38 0.17 0.13
H -0.14 -3.04 -3.98
H 0.89 -4.83 -5.41
H 2.17 -5.09 -4.29
H -2.22 3.47 1.41
H -2.25 -1.64 2.42
H 1.34 0.61 -4.24
H -7.31 -0.83 -2.68
H -0.69 -1.32 -2.98
H 6.36 2.40 -2.71
H 6.93 3.45 -1.49
H -1.94 1.45 -6.83
H -2.46 0.74 1.52
H 3.33 -4.07 0.36
H 6.12 -3.60 0.40
H 3.34 3.59 0.03
H -0.08 2.14 4.68
H -5.33 -2.11 -3.68
H -2.41 4.20 -5.37
H 1.94 -2.52 -5.90
H 2.47 -0.14 1.48
H -6.11 -2.65 -1.49
H -0.96 0.22 -2.13
H -1.28 -2.58 -0.90
H -1.37 0.34 -4.69
H -5.62 -3.91 5.08
H 2.46 5.93 4.12
H 4.11 2.36 -1.93
H 3.37 7.44 1.90
H 7.00 -0.60 0.59
H -6.28 -1.56 4.70
H 3.11 -3.69 -6.10
H -4.80 -3.34 3.73
H 4.75 1.54 6.92
H -5.97 5.82 -3.09
H 6.69 -2.11 3.04
H 1.77 1.86 -0.71
H -0.02 1.99 -0.44
H -0.07 -4.79 -0.27
H 2.13 6.52 -0.23
H -1.25 4.67 5.41
H -2.94 -4.36 -0.68
H -0.20 -4.67 -3.35
H 7.68 -3.08 1.12
H 1.11 1.86 0.89
H 2.17 -3.56 -0.91
H -0.90 2.55 -4.21
H 2.21 2.01 -6.18
H 1.35 -0.10 -2.16
H 1.74 -6.18 -1.13
H -4.65 -0.95 4.70
H 4.79 3.15 7.64
H 2.33 -1.57 0.59
H 5.48 -1.27 -0.04
H -3.70 -3.73 6.44
H 4.61 4.07 -2.10
H -3.95 -2.44 -2.79
H 0.90 -3.48 -2.69
H -3.26 -2.20 1.04
H 3.17 -0.13 -0.13
H -3.25 -7.56 2.15
H -0.04 3.33 -2.06
H -6.28 0.44 -1.99
H 2.62 3.22 4.54
H -7.47 -0.51 -0.99

***

No. 2
20
Properties=species:S:1:pos:R:3 method="wB97M-V/def2-TZVPD" homo_ev=-7.95 max_force_ha_per_bohr=0.0513 energy_ha=-382.217169 orbital_gap_ev=4.5 e_above_lowest_kcal_mol=179.1
O 2.65 -1.11 0.64
N 1.45 0.64 -0.24
N -1.86 -0.80 -0.27
C -1.31 1.43 -0.03
C -2.77 -1.08 0.78
C 0.45 -0.28 -0.68
C 2.53 0.09 0.36
C -0.78 -0.01 0.20
H -2.56 -2.05 1.27
H 3.32 0.78 0.66
H 4.38 -0.11 -1.64
H -0.83 2.07 0.71
H 0.36 -0.21 -1.76
H -2.40 1.40 0.06
H 0.76 -1.31 -0.49
H -0.49 -0.26 1.23
H -1.01 1.85 -0.99
H -3.74 -1.18 0.28
H 4.65 0.57 -1.77
H -2.79 -0.43 1.67

***

No. 3
171
Properties=species:S:1:pos:R:3 method="wB97M-V/def2-TZVPD" smiles="COCCC[C@@]1(Br)[C@@](CCCS(=O)(=O)O)(OC[C@H](C)C(C)C)OC(=O)[C@]1(S)CCC(F)(F)C(F)(F)S(F)(F)(F)(F)F.Fc1ccccc1.Fc1ccccc1.Fc1ccccc1.Fc1ccccc1.Fc1ccccc1.Fc1ccccc1.Fc1ccccc1.Fc1ccccc1" homo_ev=-9.11 max_force_ha_per_bohr=0.0139 energy_ha=-8666.555492 orbital_gap_ev=9.3
Br 1.36 1.98 -0.25
S -0.61 2.46 -5.24
S 4.55 2.54 4.66
S -0.25 6.21 0.13
F -2.45 -3.17 -0.32
F -0.05 5.41 -4.45
F 1.44 2.40 -3.56
F 1.91 3.13 -5.55
F -1.96 1.88 -5.82
F 3.68 -0.39 6.90
F -0.54 1.21 -4.26
F 0.17 1.62 -6.33
F -1.06 -11.54 -5.41
F -1.46 3.24 -4.15
F -0.81 -7.37 -4.20
F 3.31 -10.61 -6.94
F 2.10 5.27 -4.47
F -0.72 3.67 -6.26
F -2.39 3.95 7.98
F 0.45 7.46 5.96
F -7.68 1.16 -5.39
O 5.24 1.12 4.74
O 4.92 3.30 5.81
O -2.33 3.55 0.01
O 4.76 1.81 -0.33
O -0.82 2.90 1.52
O 0.20 4.66 2.60
O 4.84 3.06 3.36
C 4.52 2.88 0.58
C -3.28 3.70 11.46
C -1.96 -4.15 -3.76
C -0.13 4.22 -1.72
C 0.36 -10.25 -8.47
C -2.06 -3.12 -1.62
C 3.71 4.00 -0.10
C -4.95 4.98 10.30
C 1.14 3.77 0.59
C 1.40 -3.75 6.32
C 0.83 -2.61 6.87
C -1.39 -2.01 -2.07
C -0.31 -9.33 -3.02
C -3.31 4.54 3.86
C 3.52 -2.62 6.16
C 1.16 2.47 2.90
C -0.57 -12.43 -8.88
C -1.28 -3.04 -4.25
C 3.78 -12.20 -8.60
C 4.54 0.52 0.18
C 1.59 9.15 4.79
C -5.03 -0.58 -7.98
C 1.77 10.51 4.54
C 2.48 4.51 0.65
C 4.71 -12.80 -9.44
C -4.55 4.67 2.97
C -0.03 -10.33 -7.14
C 5.52 -10.79 -7.70
C -6.37 -0.95 -8.00
C 1.02 3.20 -4.55
C 0.64 8.78 5.71
C -2.08 6.77 3.66
C -6.81 0.59 -6.25
C -4.59 0.38 -7.08
C 1.01 11.45 5.21
C 0.05 11.04 6.13
C -3.07 4.10 9.13
C -0.68 -11.46 -6.71
C 2.82 2.15 4.80
C -0.79 4.62 3.64
C 6.44 -11.40 -8.54
C -0.07 4.41 -0.19
C -1.23 3.60 0.43
C -1.00 -1.98 -3.40
C 0.11 -7.80 -0.74
C -4.25 4.83 9.11
C -0.96 -12.52 -7.55
C -2.57 3.53 10.28
C 0.09 -11.30 -9.34
C 6.04 -12.41 -9.41
C -7.27 -0.37 -7.13
C 1.94 3.15 4.03
C 0.99 4.69 -3.97
C -2.36 -4.20 -2.43
C -4.47 4.42 11.47
C 2.74 -3.76 5.97
C -0.14 9.69 6.39
C -2.11 5.29 3.24
C -0.25 -7.18 -1.93
C 4.21 -11.21 -7.75
C 2.92 -1.51 6.71
C 1.59 -1.47 7.07
C -3.61 4.95 5.30
C 0.27 -9.18 -0.69
C 1.06 4.80 -2.47
C 0.45 3.45 1.96
C -5.49 0.98 -6.20
C -0.46 -7.96 -3.04
C 0.06 -9.94 -1.83
H 2.52 10.82 3.82
H -4.33 -1.04 -8.67
H -3.06 3.47 3.88
H 2.00 4.35 -2.17
H 4.39 -13.59 -10.11
H -2.89 -5.05 -2.03
H -4.56 3.89 2.20
H -3.08 7.21 3.66
H -6.72 -1.70 -8.70
H -5.46 4.54 3.55
H 0.89 -9.38 -8.82
H 0.55 -9.66 0.24
H -2.90 3.26 12.38
H 4.23 -0.12 -0.65
H -0.97 3.60 3.98
H 4.05 2.52 1.49
H -5.02 4.54 12.40
H -1.03 4.75 -2.04
H -2.19 -4.98 -4.41
H 5.45 0.10 0.61
H 0.80 -4.64 6.17
H 3.19 -4.64 5.55
H 4.80 0.59 5.42
H -1.48 -13.39 -7.16
H 2.64 1.12 4.47
H -4.60 5.26 8.18
H -1.65 2.97 10.25
H 1.16 12.51 5.02
H 4.57 -2.60 5.90
H -0.38 -6.10 -1.99
H 6.76 -12.88 -10.06
H 0.17 -9.52 -6.45
H -5.87 5.54 10.30
H 2.18 8.40 4.29
H -0.47 -1.12 -3.78
H -0.97 -3.01 -5.28
H 0.27 -7.20 0.15
H 2.74 -12.50 -8.61
H 1.80 1.78 2.33
H 0.40 -11.24 -10.37
H -0.29 3.18 -1.97
H -0.79 -13.25 -9.55
H -0.54 11.78 6.66
H -1.49 7.35 2.95
H -2.24 5.29 2.16
H -0.22 -2.60 7.14
H -8.32 -0.64 -7.12
H -1.54 6.22 -0.21
H -3.55 0.67 -7.06
H 2.62 2.18 5.87
H 2.30 5.53 0.30
H -2.71 5.17 5.88
H 4.36 4.86 -0.23
H 5.81 -10.00 -7.02
H -0.35 5.17 4.48
H 3.74 0.51 0.93
H 0.39 1.85 3.36
H 1.17 -0.57 7.50
H -1.64 6.90 4.65
H -5.17 1.73 -5.50
H 3.48 3.64 -1.11
H -0.49 -9.91 -3.92
H 5.50 3.28 0.87
H 2.76 4.62 1.70
H -4.16 4.15 5.81
H -0.88 9.35 7.10
H -1.19 -1.19 -1.40
H 2.51 4.01 3.70
H -4.58 5.64 2.47
H -4.25 5.84 5.32
H 1.21 3.53 4.75
H 1.13 5.87 -2.29
H 7.48 -11.09 -8.51
H 0.18 -11.02 -1.80

***

No. 4
24
Properties=species:S:1:pos:R:3 method="wB97M-V/def2-TZVPD" homo_ev=-9.13 max_force_ha_per_bohr=0.1564 energy_ha=-618.461544 orbital_gap_ev=9.0 e_above_lowest_kcal_mol=17.7
O 1.91 -2.06 -0.89
O -2.93 0.55 0.07
O 1.01 0.42 -0.73
O -0.41 0.13 2.39
O -0.68 2.43 0.55
O 2.22 0.85 1.62
O -0.02 -0.53 -3.16
O -1.02 -1.82 0.13
Li -0.77 0.24 0.18
H 2.89 0.18 1.83
H -1.15 2.71 -0.18
H -0.06 -2.25 -0.09
H 1.58 -1.24 -0.69
H 1.84 0.60 0.89
H -0.54 -0.17 3.21
H 0.21 -0.42 -2.24
H 0.11 2.73 0.32
H 0.92 1.18 -1.52
H 2.28 -2.36 -0.04
H -3.34 0.74 -0.81
H 0.19 -1.44 -3.39
H 0.48 0.35 2.27
H -1.81 -2.18 -0.24
H -2.91 1.36 0.55

***

No. 5
13
Properties=species:S:1:pos:R:3 method="wB97M-V/def2-TZVPD" smiles="[H]/N=C1/NC(=S)CN1O" homo_ev=-8.52 max_force_ha_per_bohr=0.1210 energy_ha=-754.858502 orbital_gap_ev=8.8 e_above_lowest_kcal_mol=113.3
S -0.98 -2.50 0.14
O -0.43 2.47 -0.51
N 1.04 -0.53 0.43
N 2.12 1.34 -0.61
N -0.11 1.32 0.10
C 1.07 0.81 -0.10
C -0.18 -0.98 0.34
C -1.18 0.25 0.16
H 1.77 2.28 -1.38
H -0.16 3.21 0.17
H -1.76 0.30 1.28
H -2.11 0.09 -0.59
H 1.89 -0.98 0.59

***

No. 6
76
Properties=species:S:1:pos:R:3 method="wB97M-V/def2-TZVPD" spin_multiplicity=6 s2=8.809 charge=+2 homo_ev="-11.70 / -14.18" max_force_ha_per_bohr=0.0470 energy_ha=-2738.217996 orbital_gap_ev="6.9 / 5.7" e_above_lowest_kcal_mol=26.0
Ir 0.82 0.61 0.44
S 0.04 -0.16 2.57
S 1.34 -1.92 -0.47
P -2.43 -2.01 -0.15
O 2.76 0.27 0.60
O 4.89 0.53 -0.01
N -0.89 1.60 0.49
N -2.14 0.78 3.75
N 0.90 1.59 -1.36
N -1.66 1.63 1.62
C -4.54 -3.79 0.37
C 0.79 3.12 -3.68
C 5.29 -2.22 0.32
C -0.15 3.29 -2.70
C -4.04 -2.41 0.79
C 3.15 -3.86 -0.35
C 4.40 -4.41 -0.15
C 5.48 -3.59 0.18
C 4.04 -1.66 0.13
C -0.73 -3.44 1.41
C -0.11 2.51 -1.52
C -1.04 2.58 -0.46
C -3.71 -2.43 2.28
C 1.82 1.44 -2.32
C -1.17 -1.65 -2.58
C -0.47 -5.63 -0.26
C -1.34 0.85 2.67
C -3.08 -0.14 -2.12
C -3.53 -2.53 -2.73
C -5.08 -1.33 0.51
C 3.91 -0.14 0.24
C -1.37 -3.45 0.17
C -1.22 -4.55 -0.68
C -2.58 -1.58 -2.01
C 0.14 -5.63 0.99
C -2.08 3.65 -0.34
C 0.01 -4.53 1.82
C 1.80 2.17 -3.49
C 2.95 -2.48 -0.19
H -4.63 -2.55 2.85
H -1.71 -4.59 -1.63
H -1.88 4.44 -1.06
H -3.09 3.28 -0.52
H 0.77 3.72 -4.57
H -3.47 -2.33 -3.79
H -3.77 -4.54 0.50
H -5.97 -1.52 1.10
H -3.23 -1.50 2.60
H 2.60 0.72 -2.14
H -5.38 -4.05 1.01
H -4.56 -2.38 -2.43
H -2.42 2.30 1.66
H -0.37 -6.49 -0.90
H -4.70 -0.34 0.79
H -0.82 -2.57 2.04
H -0.74 -2.64 -2.48
H -2.41 0.54 -1.61
H -0.52 -0.93 -2.08
H -2.05 4.11 0.65
H 2.31 -4.48 -0.63
H -5.38 -1.32 -0.53
H 0.71 -6.49 1.31
H 4.54 -5.47 -0.27
H 6.11 -1.57 0.57
H 6.46 -4.01 0.34
H 2.57 2.01 -4.23
H -0.93 4.03 -2.84
H -4.89 -3.81 -0.66
H -3.27 -3.58 -2.58
H -1.80 0.26 4.54
H -3.10 0.14 -3.18
H -4.08 -0.02 -1.73
H -2.81 1.51 3.96
H -3.06 -3.27 2.53
H -1.20 -1.40 -3.64
H 0.47 -4.52 2.80